The following is a DFT calculation (the ωB97M-V functional and the def2-TZVPD basis) of a structure of composition C30H33FN4O5RuSeSi in a non-equilibrium geometry.

energy above the lowest of the compared OMol25 structures with the same formula, charge and spin: 230.7 kJ/mol
frontier orbital gap (spin up / spin down): 4.07 / 6.20 eV
net charge: +1
E_LUMO (spin up / spin down): -0.1288 / -0.1288 Eh
2S+1: 6
molecular weight: 756.73 g mol⁻¹

Geometry as XYZ:
```
76
Properties=species:S:1:pos:R:3:forces:R:3
Ru 3.6425 0.1185 -1.1202 1.284 -0.446 0.914
O 7.3755 0.4507 0.5527 0.004 0.020 0.134
C 6.1928 0.2838 0.3480 0.387 -0.038 0.636
O 5.6204 0.0587 -0.7678 0.914 0.135 -0.692
C 5.2248 0.2884 1.5314 -0.730 -0.118 -0.423
C 5.6800 0.4422 2.8432 -0.278 0.041 0.683
C 4.7587 0.4693 3.8617 0.281 0.007 -0.467
C 3.3802 0.3787 3.5641 0.007 -0.106 -0.531
C 2.3649 0.4508 4.5324 -0.378 -0.016 0.004
C 1.0450 0.3822 4.1619 0.319 0.088 0.522
C 0.6843 0.2282 2.8195 0.212 -0.069 -0.649
C 1.6493 0.1226 1.8492 -0.422 0.028 0.011
C 3.0063 0.2100 2.2021 0.178 -0.029 0.640
N 3.9427 0.1401 1.2378 0.782 0.290 -0.466
H 6.7415 0.5379 3.0057 0.080 0.006 0.014
H 5.0699 0.5731 4.8897 0.054 0.044 0.136
H 2.6474 0.5701 5.5672 -0.031 0.016 0.147
H 0.2742 0.4476 4.9137 -0.074 0.022 0.108
H -0.3597 0.1972 2.5421 -0.100 -0.066 -0.007
H 1.4052 -0.0268 0.7994 -0.028 -0.023 0.220
F -2.4866 -2.0126 -1.3616 -0.034 0.405 -0.039
C -2.1879 -0.6917 -1.2160 0.596 -0.437 -0.120
C -0.8745 -0.3379 -1.4010 -0.329 0.504 0.152
C -0.4575 0.9927 -1.2416 -1.009 -0.490 0.146
C 0.9352 1.2869 -1.3811 1.437 -0.788 -0.615
O 1.7248 0.3398 -1.7762 -2.725 1.945 -0.111
C 1.3412 2.6001 -1.0337 0.169 0.003 0.047
C 0.3880 3.5372 -0.7626 -0.296 -0.690 -0.229
N -0.9625 3.2981 -0.7685 0.845 -0.246 0.138
C -1.7660 4.4873 -0.7581 -0.656 0.666 0.120
C -3.1074 4.6257 -1.4136 0.139 0.011 -0.183
C -2.9881 4.7321 0.0813 0.108 -0.006 0.154
C -1.4101 1.9877 -0.8999 0.555 -0.322 -0.230
C -2.7242 1.5796 -0.6931 -0.478 -0.744 -0.145
C -3.1537 0.2461 -0.8706 0.131 1.066 0.207
N -4.5313 -0.0459 -0.6539 0.267 -0.032 -0.042
C -4.9389 -1.4445 -0.7060 0.067 -0.296 0.005
C -6.4401 -1.5227 -0.3860 0.249 -0.651 -0.379
N -6.7803 -0.3131 0.3976 -0.165 -0.056 0.541
C -6.7626 0.8740 -0.4934 0.149 0.642 -0.522
C -5.4948 0.7786 -1.3654 -0.059 0.109 -0.079
C 2.7980 3.0409 -0.9553 0.191 0.524 0.071
O 3.0387 4.2293 -0.8634 -0.377 0.219 0.028
O 3.6800 2.1161 -0.9587 -0.190 1.471 -0.041
H -0.1552 -1.0889 -1.6820 0.204 -0.114 0.014
H 0.7190 4.5455 -0.5580 -0.027 0.065 -0.036
H -1.1216 5.3496 -0.8667 -0.088 -0.091 -0.008
H -3.5595 3.7503 -1.8487 -0.042 -0.101 -0.001
H -3.2796 5.5244 -1.9841 0.004 0.078 -0.027
H -3.3722 3.9434 0.7060 -0.014 -0.151 0.029
H -3.0760 5.7076 0.5342 0.021 0.069 -0.002
H -3.4635 2.2819 -0.3609 -0.084 0.129 0.076
H -4.3572 -1.9955 0.0377 -0.166 -0.001 -0.144
H -4.7662 -1.9067 -1.6873 -0.073 0.052 0.179
H -6.6645 -2.4252 0.1805 -0.072 0.137 0.066
H -7.0500 -1.5268 -1.2912 -0.024 0.104 0.154
H -6.0197 -0.1926 1.0803 -0.269 0.068 0.005
H -7.6739 -0.4040 0.8882 0.178 0.039 -0.043
H -6.7596 1.7757 0.1222 -0.037 -0.179 0.030
H -7.6582 0.8635 -1.1144 -0.042 -0.045 0.169
H -5.0861 1.7732 -1.5239 -0.134 -0.051 -0.048
H -5.7303 0.3560 -2.3534 0.018 0.043 0.081
C 4.9505 -4.9894 -2.5593 -0.579 0.173 0.603
Si 3.7063 -4.5506 -1.1782 -0.143 1.070 0.058
C 4.3495 -4.8794 0.5927 -0.280 0.113 -0.824
C 1.8822 -5.0528 -1.4618 0.820 -0.024 0.080
Se 3.4026 -2.1160 -1.3117 -0.110 -3.680 -0.234
H 5.0697 -6.0639 -2.6652 -0.042 -0.226 0.038
H 5.9297 -4.5682 -2.3409 0.015 0.094 0.130
H 4.6273 -4.5903 -3.5175 -0.125 0.059 -0.048
H 4.4256 -5.9430 0.7985 -0.018 -0.244 -0.027
H 3.6863 -4.4405 1.3335 -0.147 0.076 0.007
H 5.3362 -4.4449 0.7321 0.098 0.094 -0.101
H 1.7238 -6.1259 -1.4741 0.018 -0.278 0.008
H 1.5339 -4.6449 -2.4071 0.060 0.055 -0.137
H 1.2636 -4.6260 -0.6759 0.034 0.074 0.148
```
Positions in Å, forces in eV/Å.